Record 1
Below is 2 unconnected molecules or ions with the total composition C5H6F2 at a distorted geometry, with properties calculated with ωB97M-V/def2-TZVPD.

Output
* SMILES string: F/C=C\F.C#CC
* frontier orbital gap: 10.41 eV
* maximum force: 4.1 eV Å⁻¹
* relative energy (zero: lowest compared OMol25 entry of this formula, charge and spin): 247.0 kJ/mol

XYZ file:
```
13
Properties=species:S:1:pos:R:3:forces:R:3
F -1.938149 3.106580 1.439059 -0.054 0.226 0.702
C -1.244563 2.912244 0.331033 -1.312 0.161 -1.558
C -1.826212 2.701365 -0.844640 2.163 -0.898 1.041
F -3.120588 2.567453 -0.937907 -1.361 -0.112 -0.684
H -0.208269 3.042463 0.321461 1.484 0.062 0.703
H -1.143379 2.328377 -1.624626 -0.925 0.521 -0.173
C 0.820717 0.097987 -1.782808 -0.429 -1.165 2.589
C 0.566296 -0.417626 -0.702323 0.174 2.111 -3.551
C 0.236454 -1.034923 0.529680 -0.715 -0.568 1.876
H 1.104338 0.557006 -2.688433 0.076 0.107 -0.357
H 0.755613 -2.048392 0.440259 -0.355 1.387 1.406
H -0.836682 -1.247453 0.685582 0.211 -0.122 -0.855
H 0.324806 -0.280890 1.409074 1.043 -1.711 -1.139
```
Forces are in eV/Å.

Record 2
Below is a molecular structure, C5H8N2O2 at a distorted geometry, with properties calculated with ωB97M-V/def2-TZVPD.

Output
* frontier orbital gap: 7.30 eV
* maximum force: 3.1 eV Å⁻¹
* relative energy (zero: lowest compared OMol25 entry of this formula, charge and spin): 415.2 kJ/mol

XYZ file:
```
17
Properties=species:S:1:pos:R:3:forces:R:3
C -1.701897 -1.388893 0.152292 0.385 -0.356 -0.557
C 2.071134 -0.106607 -0.395571 0.028 -0.449 0.424
N -0.928428 0.838400 0.974020 -0.166 -0.855 0.732
C -0.284522 1.479611 0.054258 1.459 -2.191 -1.121
C -0.568737 -0.667393 0.853245 -1.468 1.015 2.515
C 0.604880 -0.122672 -0.769237 0.106 1.940 -1.296
N 0.143751 2.575100 -0.294411 -0.432 0.723 0.088
O 0.105271 -1.152726 1.747567 -0.183 0.480 -1.403
O 0.215493 -0.459146 -1.859457 0.109 -0.347 0.387
H -1.357101 1.294703 1.775542 -0.032 -0.127 0.038
H 0.329577 2.780455 -1.267838 0.178 -0.218 0.106
H -2.606865 -1.283563 0.754241 0.170 0.036 0.142
H -1.437995 -2.442905 0.061167 -0.043 0.047 0.098
H -1.901528 -1.006206 -0.844243 0.061 0.169 0.043
H 2.215125 0.054220 0.672739 -0.049 0.078 -0.058
H 2.519606 -1.065472 -0.656693 -0.010 -0.004 -0.080
H 2.582237 0.673096 -0.957623 -0.113 0.059 -0.058
```
Forces are in eV/Å.

Record 3
Below is a molecular structure, C35H55N2O2P2Pb at a distorted geometry, with properties calculated with ωB97M-V/def2-TZVPD.

Output
* frontier orbital gap (spin up / spin down): 4.68 / 6.59 eV
* charge: +3
* maximum force: 3.5 eV Å⁻¹

XYZ file:
```
97
Properties=species:S:1:pos:R:3:forces:R:3
C -1.439549 -1.479832 -2.336895 -0.048 0.765 0.417
C 0.672332 -2.318604 -1.742702 -0.813 -0.120 -0.123
C -1.629901 -2.474347 -3.293285 0.226 -0.307 -0.023
C 0.434047 -3.453548 -2.570419 0.631 0.238 0.360
C -0.705236 -3.519940 -3.351263 -0.371 0.118 -0.178
H -2.515381 -2.422001 -3.927698 0.304 -0.219 0.119
H 1.198342 -4.229545 -2.584133 -0.245 0.104 -0.199
H -0.887512 -4.362882 -4.014893 0.147 0.136 0.141
N -0.359846 -1.425610 -1.546173 0.544 0.211 -0.408
P -2.770364 0.064524 -0.434608 -0.741 0.052 -0.434
P 2.638172 -0.683714 -0.386952 1.420 -0.973 0.555
C -2.486785 -0.366837 -2.191377 0.716 -0.127 -0.273
H -2.125637 0.529626 -2.724719 -0.048 -0.330 0.187
H -3.435707 -0.661204 -2.664659 0.340 0.130 0.198
C 0.636377 2.641235 1.702017 1.151 3.173 0.895
O 1.045375 3.660282 2.018228 -1.120 -2.827 -0.828
C 1.941466 -2.114854 -1.136757 -0.527 -1.172 -0.198
H 2.605658 -2.985020 -1.188263 -0.152 0.219 0.115
C 3.827165 -0.040283 -1.761781 -0.170 0.951 -0.448
C 3.616386 -1.318067 1.160459 -0.276 0.383 0.107
C -3.626709 1.745381 -0.434002 0.265 -0.067 0.244
C -3.849185 -1.390381 0.123765 0.261 0.071 0.426
C 3.986856 1.469313 -1.522201 0.099 0.083 0.032
H 4.446500 1.685828 -0.548993 -0.075 -0.019 -0.254
H 4.637587 1.881003 -2.307376 -0.150 -0.069 0.240
H 3.018757 1.980423 -1.571164 0.238 -0.023 -0.005
C 5.190744 -0.738243 -1.770710 0.116 -0.296 0.357
H 5.787820 -0.539565 -0.872676 -0.162 -0.072 -0.282
H 5.091826 -1.821216 -1.921247 0.096 0.276 0.022
H 5.759506 -0.345552 -2.628620 -0.280 0.005 0.200
C 3.184893 -0.284353 -3.133540 -0.195 -0.098 -0.013
H 3.773443 0.244267 -3.899874 -0.141 -0.148 0.285
H 3.169854 -1.351604 -3.388056 0.019 0.238 0.006
H 2.161383 0.096507 -3.179040 0.183 -0.153 -0.026
C 4.449673 -0.148904 1.722823 -0.024 0.057 -0.148
H 3.810262 0.701974 2.000980 0.151 -0.177 -0.033
H 4.968236 -0.489290 2.631894 -0.165 0.083 -0.266
H 5.212211 0.210795 1.020924 -0.173 -0.128 0.216
C 2.606559 -1.768276 2.230779 -0.219 0.066 -0.076
H 1.976636 -0.946717 2.600432 0.121 -0.092 -0.068
H 1.956724 -2.574088 1.862798 0.125 0.107 0.048
H 3.163678 -2.162977 3.094958 -0.152 0.123 -0.286
C 4.488223 -2.531744 0.825320 0.253 -0.103 -0.273
H 5.270398 -2.317920 0.092536 -0.210 -0.102 0.300
H 4.989372 -2.854863 1.750813 -0.211 0.078 -0.233
H 3.884305 -3.369084 0.459267 0.161 0.040 0.161
C -4.386186 -1.070156 1.525919 -0.105 -0.033 0.141
H -4.933389 -1.947482 1.899079 0.103 0.225 -0.078
H -3.562684 -0.868067 2.225748 -0.165 -0.013 -0.122
H -5.078232 -0.219181 1.534785 0.138 -0.263 -0.017
C -2.938227 -2.626366 0.215690 0.186 -0.069 0.032
H -2.604901 -2.964786 -0.772021 -0.140 -0.030 0.266
H -2.051867 -2.441391 0.836086 -0.159 -0.050 -0.074
H -3.507669 -3.445360 0.680132 0.151 0.213 -0.144
C -4.984724 -1.724652 -0.854706 -0.178 0.173 -0.106
H -5.563984 -2.551289 -0.415879 0.165 0.221 -0.107
H -5.672893 -0.891655 -1.030754 0.144 -0.276 0.084
H -4.607796 -2.074477 -1.823930 -0.111 -0.006 0.252
C -2.876795 2.702774 -1.383280 -0.014 -0.119 -0.046
H -3.049822 2.447419 -2.438375 0.033 0.115 0.268
H -3.260922 3.722068 -1.221387 0.120 -0.327 -0.041
H -1.793661 2.710062 -1.199458 -0.216 0.068 0.010
C -3.549527 2.291671 1.005076 -0.113 -0.017 0.024
H -2.508941 2.428749 1.334798 -0.165 0.012 -0.087
H -4.043478 3.272580 1.036401 0.128 -0.230 0.031
H -4.053541 1.635385 1.725627 0.125 0.224 -0.163
C -5.083181 1.617191 -0.889914 -0.231 0.105 -0.009
H -5.166038 1.158524 -1.885186 -0.018 0.131 0.253
H -5.702119 1.059639 -0.175130 0.179 0.162 -0.226
H -5.501560 2.632955 -0.959136 0.086 -0.261 0.002
Pb -0.075974 0.132313 0.534071 -0.658 -0.897 -0.143
N 0.397339 1.426098 -1.431413 0.560 0.280 -3.016
C 0.578858 1.649860 -2.574108 -0.870 0.891 2.792
C 0.676936 2.355140 -3.805157 0.195 -0.132 -1.057
C 0.478858 3.748356 -3.760489 -0.031 0.312 0.126
C 0.955569 1.720236 -5.034040 -0.004 0.169 -0.037
C 0.553583 4.504032 -4.932152 -0.030 -0.266 0.201
H 0.272267 4.223545 -2.794743 0.081 -0.107 -0.456
C 1.043976 2.490041 -6.197265 -0.063 -0.271 0.246
H 1.096541 0.635335 -5.055139 -0.018 0.440 -0.157
C 0.830842 3.874364 -6.152942 -0.003 -0.103 0.266
H 0.393155 5.583390 -4.880200 0.069 -0.394 -0.068
H 1.277588 1.998929 -7.144030 -0.122 0.194 0.301
H 0.879766 4.463052 -7.072966 0.020 -0.218 0.350
C -1.122167 -0.957045 5.228157 -0.521 -0.030 -0.018
C -0.738914 -2.378416 4.789598 0.578 0.171 -0.127
C -0.915019 -2.378734 3.274008 -0.305 -0.333 -0.091
O -0.945856 -0.993149 2.831892 0.082 -0.030 0.119
C -0.965214 -0.096195 3.979578 0.137 0.243 -0.074
H -2.168520 -0.933533 5.549824 0.219 0.014 0.059
H -0.496501 -0.588171 6.043016 -0.164 -0.084 -0.070
H -1.364442 -3.143291 5.252232 0.170 0.113 0.023
H 0.311852 -2.576723 5.035712 -0.276 -0.048 0.039
H -0.092647 -2.892208 2.755047 -0.251 0.152 0.102
H -1.864103 -2.860382 2.988022 0.280 0.245 0.025
H -1.794968 0.613536 3.842422 0.221 -0.206 0.035
H -0.021115 0.470472 3.998963 -0.140 -0.142 -0.072
```
Forces are in eV/Å.